No. 1
A molecular structure, C39H66BN6S3SbV in a non-equilibrium geometry, computed with wB97M-V/def2-TZVPD.

```
117
Properties=species:S:1:pos:R:3:lowdin_spin:R:1
V -0.194 0.099 0.406 2.25
C 3.459 2.641 3.140 0.00
C 2.890 1.275 3.399 0.00
C 3.099 0.589 4.554 0.00
C 2.520 -0.692 4.784 0.01
N 1.780 -1.259 3.874 0.00
N 1.597 -0.580 2.727 0.05
B 0.913 -1.377 1.606 0.32
N -0.069 -2.448 2.140 0.03
N 0.524 -3.586 2.516 0.01
C -0.239 -4.558 2.929 0.00
C -1.644 -4.394 2.996 0.00
C -2.242 -3.229 2.609 0.00
C -3.731 -3.035 2.640 0.00
C -1.378 -2.218 2.132 0.02
S -1.967 -0.685 1.503 0.03
C 0.493 -5.850 3.287 0.00
C 1.146 -6.393 2.002 0.00
C 1.585 -5.537 4.323 0.00
C -0.463 -6.900 3.856 0.00
N 2.006 -2.039 0.711 0.04
N 3.050 -2.533 1.377 0.00
C 3.996 -3.111 0.679 0.00
C 3.890 -3.213 -0.729 0.00
C 2.822 -2.693 -1.403 0.00
C 2.683 -2.750 -2.902 0.00
C 1.848 -2.058 -0.610 0.02
S 0.446 -1.261 -1.280 0.04
C 5.177 -3.646 1.490 0.00
C 4.654 -4.729 2.453 0.00
C 5.777 -2.487 2.309 0.00
C 6.252 -4.239 0.578 0.00
C 2.070 0.631 2.443 0.02
S 1.611 1.366 0.937 0.08
C 2.742 -1.429 6.098 0.00
C 2.293 -2.891 5.997 0.00
C 1.918 -0.707 7.176 0.00
C 4.237 -1.382 6.456 0.00
H 4.256 2.864 3.848 0.00
H 2.679 3.400 3.249 0.00
H 3.853 2.728 2.127 0.00
H 3.716 1.031 5.328 0.00
H -2.260 -5.214 3.350 0.00
H -4.221 -3.897 3.095 0.00
H -4.123 -2.907 1.627 0.00
H -3.999 -2.140 3.202 0.00
H 1.787 -5.636 1.537 0.00
H 0.389 -6.702 1.273 0.00
H 1.760 -7.266 2.241 0.00
H 2.266 -4.761 3.961 0.00
H 2.162 -6.443 4.529 0.00
H 1.144 -5.194 5.265 0.00
H -1.203 -7.238 3.120 0.00
H -0.987 -6.542 4.749 0.00
H 0.119 -7.774 4.151 0.00
H 4.684 -3.693 -1.291 0.00
H 3.497 -3.322 -3.347 0.00
H 2.691 -1.743 -3.326 0.00
H 1.735 -3.207 -3.189 0.00
H 3.816 -4.349 3.045 0.00
H 5.454 -5.033 3.136 0.00
H 4.319 -5.620 1.907 0.00
H 5.011 -2.008 2.928 0.00
H 6.223 -1.727 1.655 0.00
H 6.564 -2.871 2.965 0.00
H 5.876 -5.085 -0.009 0.00
H 7.071 -4.615 1.195 0.00
H 6.674 -3.494 -0.107 0.00
H 1.225 -2.975 5.773 0.00
H 2.489 -3.392 6.950 0.00
H 2.841 -3.421 5.208 0.00
H 0.845 -0.771 6.961 0.00
H 2.192 0.351 7.257 0.00
H 2.100 -1.173 8.148 0.00
H 4.866 -1.708 5.619 0.00
H 4.423 -2.055 7.294 0.00
H 4.562 -0.385 6.766 0.00
C 0.151 4.534 -0.268 0.00
C -1.139 4.141 -0.982 0.00
C -0.839 3.530 -2.349 0.00
C -2.055 5.360 -1.108 0.00
Sb -2.038 2.515 0.156 0.03
C -2.370 3.279 2.182 0.01
C -3.448 2.481 2.907 0.00
C -2.767 4.753 2.093 0.00
C -1.031 3.121 2.897 0.00
C -3.881 1.912 -0.854 0.00
C -4.523 3.085 -1.592 0.00
C -3.432 0.830 -1.835 0.00
C -4.857 1.342 0.175 0.00
H 0.669 5.289 -0.877 0.00
H 0.835 3.697 -0.141 0.00
H -0.037 4.982 0.710 0.00
H -0.257 4.251 -2.941 0.00
H -1.747 3.307 -2.912 0.00
H -0.246 2.617 -2.276 0.00
H -1.542 6.115 -1.722 0.00
H -2.267 5.823 -0.146 0.00
H -2.997 5.139 -1.599 0.00
H -4.439 2.643 2.485 0.00
H -3.479 2.831 3.949 0.00
H -3.248 1.408 2.926 0.00
H -3.665 4.904 1.488 0.00
H -1.966 5.373 1.687 0.00
H -2.989 5.128 3.103 0.00
H -0.708 2.081 2.920 0.00
H -1.146 3.452 3.942 0.00
H -0.238 3.717 2.438 0.00
H -3.906 3.443 -2.417 0.00
H -4.752 3.923 -0.930 0.00
H -5.475 2.746 -2.027 0.00
H -2.710 1.202 -2.564 0.00
H -4.309 0.470 -2.394 0.00
H -2.995 -0.030 -1.324 0.00
H -5.278 2.120 0.810 0.00
H -4.410 0.575 0.811 0.00
H -5.695 0.876 -0.365 0.00
```

Values from the calculation:
molar mass	898.7	g/mol
calculated total energy	-4257.4559	a.u.
orbital gap (alpha / beta)	6.8 / 5.7	eV
⟨S²⟩	3.7773
charge	+2
2S+1	4
highest occupied orbital energy (alpha / beta)	-12.76 / -13.06	eV


No. 2
A molecular structure, C3H5O4Pr in a non-equilibrium geometry, computed with wB97M-V/def2-TZVPD.

```
13
Properties=species:S:1:pos:R:3:lowdin_spin:R:1
O -0.061 -1.031 0.690 0.00
C 0.744 0.034 0.540 0.00
C -1.358 -0.736 0.164 0.00
O 1.777 0.126 1.248 0.00
O 0.007 1.137 0.295 0.00
C -1.373 0.793 0.145 0.00
Pr 4.025 -0.048 -0.095 3.02
H -2.108 -1.172 0.831 0.00
H -1.446 -1.173 -0.838 0.00
H -1.934 1.221 0.985 0.00
H -1.724 1.208 -0.805 0.00
O 1.950 -0.460 -1.264 -0.01
H 1.500 0.101 -1.897 0.00
```

Values from the calculation:
molar mass	246.0	g/mol
calculated total energy	-935.0331	a.u.
orbital gap (alpha / beta)	6.9 / 8.7	eV
⟨S²⟩	3.7521
charge	+1
2S+1	4
highest occupied orbital energy (alpha / beta)	-11.53 / -13.44	eV


No. 3
A single C5H9NO molecule in a non-equilibrium geometry, computed with wB97M-V/def2-TZVPD.

```
16
Properties=species:S:1:pos:R:3:lowdin_charge:R:1
C 0.049 -1.420 -1.248 -0.04
C 0.640 -0.143 -0.625 -0.37
O 0.718 0.816 -1.673 -0.05
C -0.027 0.676 0.575 -0.29
C -1.464 0.502 1.069 -0.06
C 0.885 0.494 1.693 -0.23
N 1.647 0.336 2.544 0.15
H -0.107 -2.236 -0.530 0.08
H 0.767 -1.806 -1.998 0.09
H -0.880 -1.181 -1.762 0.08
H 1.616 -0.523 -0.270 0.13
H 1.550 1.296 -1.690 0.10
H 0.019 1.745 0.320 0.14
H -1.659 1.253 1.854 0.09
H -1.583 -0.499 1.482 0.08
H -2.171 0.690 0.258 0.08
```

Values from the calculation:
molar mass	99.1	g/mol
SMILES	C[C@@H](O)[C@@H](C)C#N
calculated total energy	-325.8799	a.u.
orbital gap	11.4	eV
highest occupied orbital energy	-10.73	eV


No. 4
2 unconnected molecules or ions with the total composition C23H20F3N2O5S in a non-equilibrium geometry, computed with wB97M-V/def2-TZVPD.

```
54
Properties=species:S:1:pos:R:3:lowdin_charge:R:1
C 0.401 1.821 1.487 -0.03
C 0.701 0.732 2.521 -0.59
C 0.964 1.356 3.882 -0.01
C -0.421 -0.313 2.587 -0.17
C -0.140 -1.674 2.589 -0.03
C -1.168 -2.616 2.716 -0.06
C -2.492 -2.188 2.843 -0.11
C -2.778 -0.820 2.856 -0.08
C -1.751 0.108 2.702 -0.04
O 1.943 0.070 2.253 -0.39
S 2.060 -0.493 0.560 1.19
C 3.480 -1.491 1.077 -0.77
F 4.082 -2.111 0.028 0.08
F 4.384 -0.693 1.701 0.08
F 3.093 -2.451 1.981 0.06
H -0.345 2.519 1.882 0.09
H 1.298 2.389 1.230 0.10
H -0.027 1.410 0.568 0.06
H 0.113 1.975 4.205 0.09
H 1.144 0.560 4.608 0.09
H 1.879 1.957 3.829 0.09
H 0.880 -2.033 2.513 0.09
H -0.922 -3.677 2.714 0.11
H -3.292 -2.927 2.972 0.11
H -3.818 -0.501 2.956 0.10
H -1.988 1.174 2.682 0.11
C 1.120 -0.043 -1.685 -0.24
C 0.964 1.142 -2.480 -0.22
C 2.108 1.892 -2.893 -0.04
C 2.000 2.931 -3.794 -0.01
C 0.722 3.293 -4.280 -0.20
N 0.594 4.414 -5.151 -0.35
O -0.558 4.768 -5.497 0.00
O 1.636 5.006 -5.518 0.00
C -0.437 2.622 -3.852 -0.01
C -0.300 1.530 -3.019 -0.04
C -0.006 -0.860 -1.280 -0.30
C -1.279 -0.338 -0.907 -0.07
C -2.344 -1.183 -0.660 0.01
C -2.103 -2.569 -0.616 -0.20
N -3.034 -3.387 0.085 -0.35
O -2.716 -4.574 0.335 0.00
O -4.111 -2.874 0.486 -0.01
C -0.851 -3.124 -0.940 -0.01
C 0.192 -2.266 -1.198 -0.07
H 2.121 -0.513 -1.783 0.08
H 3.090 1.615 -2.510 0.11
H 2.863 3.490 -4.141 0.11
H -1.415 2.947 -4.194 0.11
H -1.195 0.949 -2.819 0.09
H -1.460 0.737 -0.838 0.11
H -3.344 -0.810 -0.461 0.12
H -0.728 -4.204 -0.951 0.11
H 1.192 -2.675 -1.382 0.11
```

Values from the calculation:
molar mass	493.5	g/mol
calculated total energy	-2071.7771	a.u.
orbital gap	5.4	eV
charge	-1
highest occupied orbital energy	-3.63	eV